(1)
Computed, not measured: an isolated molecule of C18H26N4O3S, with ωB97M-V/def2-TZVPD.

Summary:
Energy above the lowest of the compared OMol25 structures with the same formula, charge and spin = 68.14 kJ/mol
Kohn-Sham gap = 0.3137 Eh
HOMO level = -7.933 eV
SMILES = COCCCn1c(SCC(=O)N2CCC[C@H](C)C2)nnc1-c1ccco1
Molecular weight = 378.498 g mol⁻¹
2S+1 = 1

Element x y z (Å)
S 0.766 1.705 0.656
O 1.391 -0.428 -4.671
O 1.783 -3.111 -2.133
O -0.388 3.817 3.274
N 1.281 -0.728 -0.462
N 1.898 -1.898 1.295
N 1.611 -0.661 1.713
N -1.206 1.722 3.341
C 1.037 2.127 2.414
C -2.152 -0.101 2.033
C -1.166 0.293 3.134
C 1.250 0.037 0.665
C 1.058 -0.080 -5.988
C 0.988 -0.291 -1.800
C -3.348 2.737 1.471
C 2.411 -5.163 -1.541
C 1.935 -3.126 -0.788
C -3.570 1.881 2.715
C -2.506 2.185 3.779
C -3.554 0.380 2.398
C -0.254 2.627 3.050
C 1.922 0.649 -3.933
C 2.325 -4.377 -0.374
C 2.254 0.168 -2.527
C 2.072 -4.343 -2.575
C 1.712 -1.951 -0.003
H 2.002 -4.508 -3.632
H 0.297 0.711 -6.011
H 0.534 -1.112 -2.356
H 2.517 -4.667 0.637
H 1.749 2.953 2.425
H -4.247 0.168 1.582
H 1.192 1.473 -3.889
H 1.463 1.246 2.887
H -1.469 -0.187 4.073
H 0.278 0.538 -1.729
H 2.950 -0.669 -2.595
H -2.352 2.587 1.062
H -4.548 2.136 3.137
H -2.435 3.259 3.957
H 0.662 -0.978 -6.458
H 2.726 0.980 -1.972
H 1.938 0.265 -6.545
H -2.143 -1.185 1.913
H -3.448 3.791 1.719
H -3.898 -0.170 3.278
H 2.688 -6.195 -1.604
H -2.762 1.682 4.718
H -4.078 2.491 0.703
H 2.833 1.029 -4.422
H -0.162 -0.052 2.893
H -1.839 0.345 1.087



(2)
Computed, not measured: a cluster of 4 separate species, C2H14NO4 in total, with ωB97M-V/def2-TZVPD.

Summary:
Energy above the lowest of the compared OMol25 structures with the same formula, charge and spin = 182.02 kJ/mol
Charge = +1
Kohn-Sham gap = 0.4073 Eh
HOMO level = -14.127 eV
Molecular weight = 116.137 g mol⁻¹
2S+1 = 1

Element x y z (Å)
O -4.892 -0.743 1.408
O 1.679 2.352 -1.914
O 1.837 -2.470 -0.143
O -1.461 -0.040 1.330
N 0.519 1.114 -0.107
C 0.963 -0.284 -0.693
C 1.861 -1.102 0.237
H 2.118 3.273 -2.027
H -2.374 0.089 1.026
H -0.257 1.028 0.598
H 1.626 -0.154 -1.663
H -5.104 -1.455 1.948
H 1.443 -1.107 1.315
H 2.080 1.845 -2.564
H -1.452 -0.881 1.848
H -5.668 -0.773 0.711
H 2.900 -0.777 0.235
H 0.102 1.862 -0.795
H -0.011 -0.786 -0.957
H 1.237 1.684 0.540
H 2.854 -2.674 -0.332



(3)
Computed, not measured: an isolated molecule of C3H5N3O4S, with ωB97M-V/def2-TZVPD.

Summary:
Energy above the lowest of the compared OMol25 structures with the same formula, charge and spin = 332.92 kJ/mol
Kohn-Sham gap = 0.3832 Eh
HOMO level = -10.563 eV
SMILES = COc1nonc1S(N)(=O)=O
Molecular weight = 179.157 g mol⁻¹
2S+1 = 1

Element x y z (Å)
S -2.089 -0.023 -0.398
O -1.736 -1.447 -0.689
O 1.080 -0.977 -0.286
O -2.998 0.667 -1.201
O 0.924 2.383 -0.237
N -2.656 -0.003 1.135
N 1.635 1.307 -0.224
N -0.444 2.171 -0.288
C 2.478 -1.312 -0.209
C 0.849 0.347 -0.282
C -0.550 0.814 -0.321
H -2.071 -0.439 1.846
H 3.028 -0.991 -1.107
H 2.408 -2.510 -0.189
H -3.034 0.920 1.594
H 3.177 -0.907 0.855



Question: Look up the HOMO level of the second one.
Answer: -14.127 eV



Question: The highest energy above the lowest of the compared OMol25 structures with the same formula, charge and spin belongs to which entry?
Answer: C3H5N3O4S



Question: What is the molecular weight in the second record?
Answer: 116.137 g mol⁻¹



Question: 2S+1 of number 1 (C18H26N4O3S)?
Answer: 1